[1]
ORCA calculation (wB97M-V/def2-TZVPD) on C24H50ClF5OP2Si2SnTe as an isolated structure.

Results
- LUMO (alpha / beta): -0.1024 / -0.0735 hartree
- Relative energy (zero: lowest compared OMol25 entry of this formula, charge and spin): 0.0 kJ/mol
- E_HOMO (alpha / beta): -8.27 / -8.17 eV
- Largest force on an atom: 2.9 eV Å⁻¹

Atoms and positions in Å:
Sn 0.212 -1.081 -0.109
C -1.011 2.366 0.261
C -0.193 2.470 1.413
C 1.093 2.907 0.969
Si -0.948 2.082 3.073
C 1.053 3.040 -0.446
C -0.255 2.679 -0.894
Si -1.102 2.594 -2.555
H -2.068 2.125 0.265
H 1.940 3.111 1.619
H 1.863 3.366 -1.095
Cl 3.607 -4.723 -0.581
C -2.891 3.048 -2.303
C -0.247 3.788 -3.700
C -2.742 2.584 3.008
C -0.015 3.031 4.375
H 0.019 4.693 -3.136
H -0.947 4.074 -4.497
H 0.664 3.382 -4.155
H -3.453 2.215 -1.857
H -3.346 3.309 -3.268
H -2.963 3.914 -1.632
H 0.225 4.030 3.986
H 0.919 2.546 4.684
H -0.662 3.153 5.255
H -2.834 3.565 2.525
H -3.144 2.651 4.027
H -3.336 1.859 2.434
C -1.103 0.818 -3.233
C -0.936 0.209 3.394
P 0.237 -0.368 -2.848
H -1.205 0.916 -4.329
H -2.037 0.356 -2.861
P 0.355 -0.895 2.718
H -1.896 -0.168 2.994
H -0.971 0.095 4.491
C 0.180 -2.523 3.633
C 1.934 -0.161 3.387
C 1.775 0.507 -3.441
C 0.038 -1.791 -4.051
C -0.049 -3.138 -3.325
H 0.961 -1.783 -4.653
C -1.166 -1.624 -4.977
H -2.091 -1.486 -4.400
H -1.273 -2.533 -5.582
H -1.051 -0.782 -5.669
H 0.898 -3.416 -2.843
H -0.292 -3.923 -4.055
H -0.832 -3.134 -2.555
H 1.759 1.458 -2.880
C 1.755 0.809 -4.943
C 3.038 -0.273 -3.048
H 0.929 1.464 -5.244
H 1.703 -0.111 -5.540
H 2.692 1.317 -5.209
H 3.149 -0.359 -1.959
H 3.917 0.262 -3.434
H 3.045 -1.284 -3.483
H 1.910 0.877 3.014
C 3.157 -0.871 2.792
C 1.998 -0.143 4.918
H 1.202 0.453 5.380
H 2.957 0.299 5.221
H 1.960 -1.157 5.335
H 3.218 -0.749 1.702
H 3.157 -1.947 3.025
H 4.066 -0.436 3.229
C 0.148 -3.712 2.667
C -1.043 -2.561 4.550
H 1.092 -2.601 4.246
H -1.961 -2.329 3.994
H -0.954 -1.865 5.393
H -1.139 -3.571 4.968
H -0.632 -3.593 1.903
H -0.068 -4.629 3.234
H 1.105 -3.857 2.150
C 2.419 -3.342 -0.401
H 1.419 -3.786 -0.399
H 2.655 -2.845 0.547
H 2.577 -2.675 -1.256
F -3.577 -0.600 -1.962
Te -3.459 -1.013 -0.003
F -5.435 -1.194 0.050
F -0.657 -2.933 -0.251
F -3.938 0.841 0.228
F -3.417 -1.039 2.002
O -1.659 -0.258 0.002

***

[2]
ORCA calculation (wB97M-V/def2-TZVPD) on C24H50ClNO3P2Si2Sn as an isolated structure.

Results
- LUMO: -0.0470 hartree
- Relative energy (zero: lowest compared OMol25 entry of this formula, charge and spin): 0.0 kJ/mol
- E_HOMO: -6.00 eV
- Largest force on an atom: 2.8 eV Å⁻¹

Atoms and positions in Å:
Sn 0.044 0.706 -0.814
C 2.026 -0.573 1.058
C 2.968 -0.895 -0.120
C 3.895 0.108 -0.162
Si 2.836 -2.419 -1.184
C 3.632 1.107 0.851
C 2.527 0.784 1.586
Si 1.743 1.681 3.019
H 2.148 -1.338 1.855
H 4.721 0.171 -0.870
H 4.235 2.006 0.986
Cl -4.460 1.533 -2.822
C 2.205 0.738 4.567
C 2.364 3.436 3.076
C 3.564 -3.828 -0.195
C 3.728 -2.125 -2.792
H 3.328 3.507 2.555
H 2.523 3.709 4.129
H 1.671 4.158 2.627
H 1.522 -0.107 4.733
H 2.162 1.409 5.435
H 3.228 0.350 4.465
H 4.558 -1.426 -2.624
H 3.077 -1.710 -3.572
H 4.146 -3.079 -3.146
H 4.479 -3.487 0.309
H 3.813 -4.665 -0.862
H 2.849 -4.174 0.566
C -0.156 1.618 2.907
C 1.014 -2.891 -1.485
P -1.033 2.101 1.375
H -0.538 2.211 3.757
H -0.437 0.563 3.101
P -0.148 -1.660 -2.159
H 0.629 -3.207 -0.496
H 1.011 -3.789 -2.129
C -1.808 -2.464 -1.887
C 0.146 -1.525 -3.994
C -0.740 3.931 1.120
C -2.838 1.943 1.836
C -3.352 0.532 1.523
H -3.362 2.667 1.187
C -3.131 2.278 3.299
H -2.648 1.558 3.970
H -4.215 2.204 3.456
H -2.827 3.290 3.586
H -3.461 0.360 0.445
H -4.347 0.404 1.972
H -2.694 -0.240 1.951
H 0.346 3.979 0.929
C -1.071 4.799 2.336
C -1.481 4.438 -0.127
H -0.581 4.468 3.260
H -2.154 4.851 2.505
H -0.729 5.825 2.135
H -1.185 3.904 -1.039
H -1.245 5.501 -0.272
H -2.571 4.353 -0.013
H 1.018 -0.847 -4.037
C -1.033 -0.840 -4.704
C 0.532 -2.833 -4.692
H 1.429 -3.298 -4.269
H 0.746 -2.607 -5.746
H -0.284 -3.566 -4.677
H -1.194 0.184 -4.346
H -1.971 -1.400 -4.580
H -0.817 -0.786 -5.779
C -2.155 -2.464 -0.392
C -1.886 -3.884 -2.446
H -2.536 -1.832 -2.423
H -1.111 -4.531 -2.016
H -1.817 -3.917 -3.539
H -2.861 -4.308 -2.173
H -1.456 -3.067 0.210
H -3.164 -2.885 -0.263
H -2.160 -1.455 0.042
C -2.642 1.235 -2.020
H -2.623 0.156 -1.830
H -1.963 1.584 -2.802
H -2.661 1.863 -1.124
O -0.705 -1.818 2.914
N 0.339 -2.330 2.479
O 0.370 -3.380 1.815
O 0.680 -0.552 0.694

***

[3]
ORCA calculation (wB97M-V/def2-TZVPD) on C24H50F12KN2O18S4 as an isolated structure.

Results
- LUMO: 0.0532 hartree
- Relative energy (zero: lowest compared OMol25 entry of this formula, charge and spin): 1.0 kJ/mol
- E_HOMO: -7.02 eV
- Charge: -1
- Largest force on an atom: 3.7 eV Å⁻¹

Atoms and positions in Å:
K -0.751 2.889 0.744
C -4.726 2.284 0.442
F -5.153 3.247 1.244
F -3.687 1.683 1.027
F -5.707 1.435 0.254
S -4.196 2.934 -1.240
O -3.814 1.737 -1.963
O -5.278 3.757 -1.716
N -2.870 3.878 -0.738
S -2.661 5.047 -1.725
O -2.787 4.731 -3.124
O -3.160 6.314 -1.300
C -0.758 5.346 -1.408
F -0.122 4.217 -1.720
F -0.223 6.272 -2.190
F -0.521 5.582 -0.096
C 3.151 2.339 0.455
F 3.704 1.826 1.535
F 2.408 3.424 0.704
F 4.161 2.755 -0.308
S 2.116 0.986 -0.364
O 1.592 1.496 -1.603
O 3.065 -0.104 -0.403
N 0.842 0.740 0.730
S 0.889 -0.736 1.193
O 0.567 -1.706 0.189
O 2.033 -1.061 2.015
C -0.644 -0.799 2.330
F -1.570 0.049 1.849
F -1.161 -2.016 2.396
F -0.270 -0.487 3.587
C 2.317 -3.332 -1.736
O 3.237 -4.066 -0.946
C 3.477 -3.509 0.307
C 4.595 -4.281 0.974
O 4.237 -5.665 0.960
C 5.045 -6.470 1.788
H 1.306 -3.431 -1.339
H 2.288 -3.814 -2.716
H 2.651 -2.302 -1.858
H 2.620 -3.545 0.993
H 3.778 -2.456 0.252
H 4.729 -3.970 2.018
H 5.593 -4.206 0.525
H 6.104 -6.267 1.597
H 4.888 -7.506 1.485
H 4.754 -6.339 2.832
C 4.684 4.958 -3.131
O 6.023 4.577 -3.016
C 6.460 3.712 -4.053
C 7.904 3.377 -3.756
O 8.332 2.456 -4.734
C 9.661 1.994 -4.577
H 4.384 5.268 -4.139
H 4.500 5.803 -2.467
H 3.929 4.223 -2.831
H 6.493 4.301 -4.976
H 5.858 2.802 -4.050
H 8.007 2.866 -2.789
H 8.428 4.340 -3.691
H 9.620 0.905 -4.464
H 10.164 2.297 -3.654
H 10.221 2.295 -5.461
C -6.462 -0.755 5.603
O -6.462 0.171 4.580
C -5.210 0.507 4.023
C -4.671 -0.650 3.204
O -5.487 -0.893 2.094
C -4.874 -1.542 1.013
H -7.456 -0.959 6.005
H -5.784 -0.557 6.442
H -6.193 -1.789 5.318
H -4.448 0.830 4.737
H -5.288 1.276 3.253
H -4.576 -1.544 3.832
H -3.648 -0.364 2.927
H -4.578 -2.558 1.285
H -4.098 -0.897 0.581
H -5.537 -1.585 0.143
C -2.270 -5.196 3.908
O -3.519 -5.385 4.526
C -4.283 -4.232 4.750
C -3.672 -3.322 5.853
O -2.659 -2.537 5.286
C -1.801 -1.978 6.258
H -2.311 -4.434 3.119
H -2.051 -6.121 3.374
H -1.478 -4.918 4.606
H -5.253 -4.507 5.174
H -4.542 -3.750 3.803
H -3.297 -4.003 6.624
H -4.498 -2.726 6.265
H -2.385 -1.275 6.867
H -0.985 -1.479 5.742
H -1.355 -2.690 6.963
C -0.659 -0.467 -2.833
O -0.804 -0.024 -4.172
C -0.596 1.364 -4.384
C -0.943 1.629 -5.822
O -2.317 1.740 -6.089
C -2.656 1.808 -7.433
H 0.391 -0.768 -2.700
H -1.188 -1.418 -2.771
H -0.873 0.305 -2.095
H 0.468 1.581 -4.238
H -1.232 1.961 -3.722
H -0.459 0.925 -6.509
H -0.509 2.609 -6.090
H -2.235 2.724 -7.879
H -3.731 1.882 -7.588
H -2.279 0.931 -7.975

***

[4]
ORCA calculation (wB97M-V/def2-TZVPD) on C24H50GeN5O4PY as an isolated structure.

Results
- LUMO: -0.0786 hartree
- Relative energy (zero: lowest compared OMol25 entry of this formula, charge and spin): 139.2 kJ/mol
- E_HOMO: -7.81 eV
- Charge: +1
- Largest force on an atom: 0.3 eV Å⁻¹

Atoms and positions in Å:
Y -0.757 -0.483 0.461
C -2.952 1.258 -4.339
N -3.142 0.596 -3.057
C -4.516 0.554 -2.568
C -2.163 0.033 -2.355
O -2.364 -0.543 -1.276
C -0.735 0.120 -2.898
O 0.140 -0.601 -2.058
C 0.600 -1.849 -2.550
C 0.376 -2.925 -1.496
O -0.158 -2.622 -0.423
N 0.778 -4.164 -1.761
C 1.402 -4.586 -3.005
C 0.592 -5.219 -0.767
H -3.505 2.198 -4.335
H -3.329 0.639 -5.155
H -1.907 1.491 -4.522
H -4.870 1.570 -2.384
H -4.556 -0.018 -1.647
H -5.155 0.088 -3.317
H -0.415 1.164 -2.899
H -0.692 -0.256 -3.922
H 1.669 -1.766 -2.765
H 0.084 -2.121 -3.473
H 1.647 -3.744 -3.644
H 0.739 -5.260 -3.550
H 2.326 -5.119 -2.780
H 0.033 -4.829 0.076
H 1.563 -5.577 -0.425
H 0.047 -6.048 -1.218
O -0.908 1.723 -0.029
P -1.362 2.948 0.751
N -1.846 4.044 -0.372
C -2.556 5.273 0.010
C -2.582 6.082 -1.284
C -2.637 4.998 -2.362
C -1.684 3.933 -1.823
N -2.546 2.583 1.800
C -2.798 3.215 3.103
C -4.296 3.021 3.288
C -4.519 1.634 2.689
C -3.602 1.614 1.463
N -0.230 3.709 1.652
C 0.804 4.519 0.970
C 1.945 4.572 1.984
C 1.831 3.231 2.705
C 0.323 3.073 2.872
H -2.037 5.792 0.819
H -3.569 5.039 0.355
H -1.660 6.658 -1.384
H -3.419 6.776 -1.323
H -2.350 5.356 -3.349
H -3.650 4.591 -2.426
H -0.651 4.142 -2.125
H -1.943 2.930 -2.160
H -2.491 4.261 3.097
H -2.245 2.693 3.889
H -4.844 3.779 2.722
H -4.597 3.091 4.332
H -5.557 1.430 2.431
H -4.186 0.867 3.390
H -4.127 1.923 0.552
H -3.184 0.614 1.327
H 0.418 5.506 0.716
H 1.136 4.034 0.046
H 1.779 5.388 2.689
H 2.909 4.731 1.505
H 2.361 3.204 3.656
H 2.224 2.429 2.076
H -0.022 3.616 3.756
H -0.010 2.035 2.953
C 1.741 -0.533 1.263
Ge 0.677 -1.170 2.928
C 1.323 -3.032 3.080
C 1.577 -0.186 4.379
C -1.164 -0.801 2.538
H 2.771 -0.575 1.617
H 1.586 0.515 0.960
H 1.724 -1.163 0.363
H 2.407 -3.084 3.195
H 1.029 -3.591 2.189
H 0.862 -3.515 3.943
H 2.645 -0.409 4.405
H 1.145 -0.484 5.336
H 1.443 0.890 4.276
H -1.760 -0.958 3.440

***

[5]
ORCA calculation (wB97M-V/def2-TZVPD) on one molecule with the formula C24H51ClNO5PSi.

Results
- LUMO: 0.0244 hartree
- SMILES string: CCO[C@@H](O[C@@H](Cl)CCO[Si](C)(C)C)[C@@H](O[C@H](CCCN)CC[C@@H](C)CCC=C(C)C)[PH2]=O
- E_HOMO: -8.64 eV
- Largest force on an atom: 1.6 eV Å⁻¹

Atoms and positions in Å:
C -0.349 3.411 -0.905
C 0.255 3.451 -2.298
O -0.360 2.573 -3.235
C -0.166 1.194 -3.078
O 0.846 0.858 -2.168
C 2.132 0.778 -2.705
Cl 3.268 1.544 -1.536
C 2.561 -0.655 -2.976
C 1.802 -1.667 -2.134
O 2.400 -2.942 -2.334
Si 2.049 -4.093 -1.182
C 2.726 -3.617 0.500
C 2.681 -5.771 -1.702
C 0.177 -4.240 -0.981
C -1.426 0.443 -2.678
O -1.802 0.754 -1.358
C -2.715 -0.194 -0.795
C -3.757 0.542 0.060
C -3.277 1.881 0.653
C -3.730 2.111 2.111
N -2.624 1.960 3.081
C -1.998 -1.330 -0.062
C -1.560 -1.039 1.379
C -0.039 -1.154 1.598
C 0.648 -0.053 0.790
C 0.221 -1.083 3.118
C 1.537 -0.428 3.588
C 1.306 1.012 3.957
C 1.621 2.107 3.245
C 0.984 3.433 3.584
C 2.622 2.157 2.126
P -2.726 0.802 -3.953
O -2.546 -0.096 -5.127
H -1.427 3.290 -1.015
H -0.179 4.349 -0.381
H -0.001 2.550 -0.338
H 1.338 3.337 -2.275
H 0.072 4.448 -2.701
H 0.097 0.799 -4.069
H 2.210 1.378 -3.610
H 3.618 -0.760 -2.745
H 2.456 -0.917 -4.029
H 0.764 -1.719 -2.467
H 1.868 -1.377 -1.083
H 2.321 -2.654 0.811
H 3.814 -3.549 0.482
H 2.465 -4.359 1.253
H 2.444 -5.992 -2.742
H 2.154 -6.501 -1.087
H 3.752 -5.889 -1.545
H -0.007 -5.177 -0.455
H -0.182 -3.423 -0.353
H -0.334 -4.244 -1.941
H -1.231 -0.630 -2.758
H -3.264 -0.663 -1.619
H -4.667 0.686 -0.522
H -4.039 -0.110 0.888
H -2.196 1.979 0.626
H -3.722 2.685 0.069
H -4.156 3.111 2.212
H -4.502 1.390 2.379
H -2.661 2.696 3.772
H -1.720 2.061 2.634
H -1.126 -1.611 -0.660
H -2.667 -2.190 -0.104
H -2.027 -1.767 2.044
H -1.836 -0.042 1.710
H 0.291 -2.122 1.208
H 0.140 0.896 0.965
H 0.543 -0.277 -0.271
H 1.713 0.026 0.978
H -0.624 -0.588 3.598
H 0.234 -2.110 3.490
H 2.352 -0.561 2.880
H 1.831 -0.960 4.496
H 0.802 1.165 4.907
H 0.441 3.785 2.702
H 0.271 3.316 4.397
H 1.720 4.196 3.841
H 2.153 2.228 1.141
H 3.197 3.079 2.241
H 3.324 1.329 2.146
H -2.598 2.146 -4.336
H -3.984 0.616 -3.344